[1]
C19H19N5O3S | ωB97M-V/def2-TZVPD

ΔE to the lowest compared entry with this formula, charge and spin = 18.081 eV
Spin multiplicity = 1
Orbital gap = 7.67 eV
Lowest unoccupied orbital energy = 0.14 eV
Maximum force = 14.781 eV Å⁻¹

Atoms and positions in Å:
C -0.836 -1.823 -1.265
C -1.991 -2.335 -0.716
C -2.416 -3.538 -0.942
C -3.664 -4.143 -0.331
C -4.427 -3.472 0.388
C -4.097 -2.080 0.808
C -2.995 -1.630 0.291
C -2.515 -0.103 0.249
N -2.176 0.402 1.422
N -1.761 1.620 1.333
C -2.054 2.158 0.100
N -2.541 0.951 -0.691
N -2.690 0.543 -2.054
H -2.302 1.616 -2.395
H -3.726 0.665 -2.235
S -1.726 3.440 -0.585
C -0.254 3.894 0.404
H -0.119 5.015 0.090
H -0.538 4.156 1.316
C 0.896 3.210 0.228
O 1.701 3.424 -0.829
N 0.809 2.163 1.064
C 1.697 1.022 0.835
C 2.770 0.894 0.151
C 3.536 -0.176 -0.377
C 3.210 -1.454 0.567
C 1.995 -1.591 1.364
C 1.311 -0.067 1.434
H 0.302 -0.225 2.184
H 1.704 -2.330 1.966
O 3.828 -2.554 0.478
C 5.084 -2.552 -0.128
C 5.108 -1.630 -1.247
H 6.048 -1.691 -1.728
O 4.598 -0.435 -0.958
H 4.441 -1.934 -1.959
H 5.500 -3.528 -0.386
H 5.772 -2.028 1.003
H 3.153 1.747 -0.561
H 0.022 2.089 1.639
H -4.516 -1.420 1.578
H -5.477 -3.598 1.269
H -4.132 -5.172 -0.449
H -2.048 -4.420 -1.530
H -0.420 -2.587 -1.838
H -0.966 -1.189 -2.164
H -0.183 -1.414 -0.577

***

[2]
C9H8N2 | ωB97M-V/def2-TZVPD

ΔE to the lowest compared entry with this formula, charge and spin = 0.750 eV
Spin multiplicity = 1
Orbital gap = 8.58 eV
Lowest unoccupied orbital energy = 0.14 eV
Maximum force = 2.756 eV Å⁻¹
SMILES = N#C/C=C(\N)c1ccccc1

Atoms and positions in Å:
N 3.514 3.179 0.258
C 2.755 2.380 -0.100
C 1.888 1.301 -0.395
C 0.803 0.963 0.403
N 0.734 1.526 1.677
C -0.165 -0.063 0.019
C -0.591 -0.144 -1.323
C -1.462 -1.179 -1.733
C -1.915 -2.094 -0.766
C -1.573 -1.984 0.606
C -0.662 -0.980 0.970
H 2.100 0.752 -1.312
H -0.075 1.416 2.271
H 1.503 2.132 1.986
H -0.230 0.616 -2.012
H -1.751 -1.276 -2.784
H -2.600 -2.897 -1.056
H -1.905 -2.746 1.302
H -0.369 -0.900 1.990

***

[3]
C8H12CuF6N2O2P | ωB97M-V/def2-TZVPD

ΔE to the lowest compared entry with this formula, charge and spin = 0.716 eV
Spin multiplicity = 1
Orbital gap = 5.89 eV
Lowest unoccupied orbital energy = 5.40 eV
Maximum force = 2.132 eV Å⁻¹
Charge = -2

Atoms and positions in Å:
Cu 0.869 -0.607 0.169
O 2.759 0.588 0.311
H 3.540 0.584 0.865
O 0.581 0.097 -1.885
H 0.283 -0.715 -2.302
P -1.375 -0.219 2.594
F 0.093 -0.836 2.909
F -0.739 1.208 2.268
F -1.227 -0.651 1.005
F -2.873 0.355 2.239
F -2.019 -1.654 2.893
F -1.596 0.237 4.144
N 0.480 -3.961 1.155
C -0.602 -4.044 0.317
C -0.259 -3.534 -0.915
C 1.069 -3.089 -0.806
C 1.546 -3.456 0.421
H 0.558 -4.240 2.110
H -1.521 -4.515 0.630
H -1.015 -3.404 -1.671
H 1.596 -2.580 -1.599
H 2.517 -3.265 0.848
N -0.401 2.654 -1.416
C -0.516 3.287 -2.586
C -0.329 4.651 -2.401
C -0.128 4.816 -0.996
C -0.141 3.571 -0.418
H -0.303 1.653 -1.222
H -0.765 2.799 -3.514
H -0.352 5.384 -3.191
H 0.168 5.731 -0.503
H 0.101 3.157 0.547

***

[4]
C3H8N2 | ωB97M-V/def2-TZVPD

ΔE to the lowest compared entry with this formula, charge and spin = 4.087 eV
Spin multiplicity = 1
Orbital gap = 8.69 eV
Lowest unoccupied orbital energy = 1.29 eV
Maximum force = 3.177 eV Å⁻¹
SMILES = CN1CCN1

Atoms and positions in Å:
C -0.048 -1.726 -0.392
N -0.067 -0.502 0.337
C 0.855 0.515 -0.126
C -0.142 1.595 0.326
N -1.136 0.459 0.468
H -1.083 -1.988 -0.715
H 0.489 -1.467 -1.455
H 0.367 -2.573 0.220
H 1.046 0.477 -1.195
H 1.824 0.601 0.271
H 0.182 1.894 1.300
H -0.573 2.409 -0.290
H -1.714 0.305 1.250